Computed, not measured: the molecule C32H52O2, with the ωB97M-V functional and the def2-TZVPD basis.

- SMILES string = CC(=O)O[C@@H]1CC[C@@]2(C)C3=C(CC[C@@H]2C1(C)C)[C@@]1(C)CC[C@@H]([C@@H](C)CCC=C(C)C)[C@@]1(C)CC3
- orbital gap (eV) = 9.20
- multiplicity = 1
- LUMO level (Eh) = 0.0252
- E (a.u.) = -1401.04895

Element x y z (Å)
O1 4.60540 3.70188 4.99556
O2 3.27979 3.05685 3.29934
C1 3.59348 1.67195 3.50227
C2 0.71873 2.21353 1.83876
C3 1.59771 1.79320 5.05076
C4 -0.98718 -3.27225 0.54241
C5 3.36965 5.34787 3.74921
C6 0.23423 -0.32301 3.55564
C7 -4.55485 -0.87114 -4.73585
C8 -3.15598 -0.64241 -8.36836
C9 -3.89894 -1.13924 -7.16210
C10 1.60313 0.13484 3.06267
C11 -0.30573 -1.37539 2.59828
C12 0.62572 0.00956 0.75580
C13 3.07569 -0.18615 5.05520
C14 -0.50659 -0.03313 -1.48417
C15 -1.34181 -1.70371 -4.41316
C16 2.42976 0.87484 4.14894
C17 -1.06978 -1.77413 0.21087
C18 3.99273 1.06623 2.16311
C19 -3.86872 -0.47858 -6.01001
C20 0.41231 -2.34670 -1.77850
C21 -2.53062 -1.30505 0.37682
C22 3.83937 3.95828 4.10325
C23 -3.21602 -1.54852 -0.97151
C24 -3.77260 -1.89335 -3.89612
C25 -2.41883 -1.36074 -3.38399
C26 -0.17605 -0.97833 1.14958
C27 -4.62920 -2.43021 -7.38287
C28 -0.78831 -1.52619 -1.29780
C29 2.86576 1.11252 1.12712
C30 0.72705 0.38693 -0.69940
C31 1.45198 0.86773 1.71316
C32 -2.11925 -1.93682 -1.98609
H1 -3.03291 -1.84576 1.17820
H2 4.13397 6.07099 4.01703
H3 1.19804 -2.33691 -1.02705
H4 0.24506 -2.30823 2.75621
H5 3.60026 0.29072 5.88017
H6 -0.34671 0.19447 -2.53835
H7 -2.46231 -1.40415 -8.72444
H8 1.01488 2.50841 4.48116
H9 -0.42557 -1.14681 -4.24424
H10 3.09366 0.35861 0.37353
H11 -3.95802 -2.34163 -0.87940
H12 -2.49201 -0.27231 -3.30032
H13 -2.59575 0.26168 -8.14378
H14 -4.40868 -2.17496 -3.05766
H15 -3.91630 -3.25379 -7.43783
H16 -3.60118 -2.79126 -4.49234
H17 0.53826 2.63504 0.85239
H18 -1.55012 -3.85313 -0.18194
H19 3.13414 5.40861 2.69121
H20 -5.16982 -2.39880 -8.32798
H21 4.29708 0.03509 2.34646
H22 -1.69964 -1.46045 -5.41040
H23 -0.45812 0.51517 3.61417
H24 -3.29263 0.43678 -5.95931
H25 0.82263 -1.94150 -2.69855
H26 0.13340 -3.38041 -1.96319
H27 4.45133 1.64961 4.18699
H28 0.04250 -3.61940 0.54023
H29 1.31595 2.92408 2.39685
H30 0.30942 -0.75980 4.55271
H31 2.31909 -0.84635 5.47105
H32 0.86512 1.46434 -0.80042
H33 -2.11058 -3.02619 -2.09716
H34 2.26091 2.34207 5.71772
H35 -3.85246 -0.42670 -9.17863
H36 -1.11178 -2.76639 -4.38087
H37 1.60833 -0.08255 -1.14421
H38 -1.36401 0.54661 -1.14285
H39 -4.71685 0.02391 -4.13080
H40 0.91968 1.20692 5.66429
H41 -0.24768 2.09142 2.32010
H42 3.78933 -0.79275 4.50175
H43 -2.54931 -0.24585 0.63605
H44 -1.41043 -3.47505 1.52229
H45 2.47019 5.56471 4.32287
H46 2.88142 2.08514 0.63536
H47 -3.73559 -0.64892 -1.30274
H48 2.16212 -0.77937 2.82807
H49 -5.53690 -1.29625 -4.95850
H50 -5.33217 -2.64335 -6.58372
H51 -1.35409 -1.57167 2.83120
H52 4.86122 1.59965 1.77118